Entry 1:
{
  "formula": "C6H6Br2NO4",
  "method": "ωB97M-V with the def2-TZVPD basis set",
  "e_homo_ev": [-13.48, -13.48],
  "largest_force_ev_per_a": 3.00,
  "spin_multiplicity": 1,
  "charge": 1,
  "relative_energy_ev": 1.0081,
  "orbital_gap_ev": [6.6828, 6.6834],
  "symbols": ["C", "C", "C", "C", "C", "C", "N", "O", "O", "O", "O", "Br", "Br", "H", "H", "H", "H", "H", "H"],
  "positions_angstrom": [[1.6664, 2.1514, 1.0108], [1.1790, -0.1987, 1.0963], [1.6035, 0.9775, 0.3796], [1.2036, -1.4073, 0.1164], [-1.9447, 0.5556, -0.5560], [-1.4875, -0.8992, -0.8588], [0.9073, -1.0190, -1.1685], [1.7019, 3.1557, 1.5363], [0.8474, -0.2795, 2.2352], [-1.1938, 1.1086, 0.4856], [-0.2770, -0.8945, -1.6130], [2.2190, 1.0303, -1.4097], [3.0800, -2.0241, 0.1525], [0.5772, -2.2066, 0.5272], [-3.0135, 0.5255, -0.3316], [-1.7816, 1.1617, -1.4532], [-2.2092, -1.3593, -1.5374], [-1.4002, -1.4690, 0.0676], [-1.6777, 1.0908, 1.3207]],
  "atomic_forces_ev_per_a": [[-0.04, 0.02, 0.14], [0.08, 0.56, -0.29], [0.86, 0.88, 0.16], [0.46, -0.84, 1.41], [0.18, -0.56, -0.33], [-1.48, 0.60, 0.94], [-0.50, -1.49, -2.56], [-0.01, 0.19, 0.11], [-0.05, -0.16, 0.11], [-0.02, 0.20, 0.32], [1.16, 0.06, -0.03], [0.00, 0.54, 0.49], [-0.75, 0.09, -0.06], [-0.06, 0.19, -0.20], [0.04, -0.04, -0.10], [-0.14, -0.07, 0.08], [0.21, -0.07, 0.06], [0.10, -0.05, -0.10], [-0.03, -0.06, -0.14]]
}

=====

Entry 2:
{
  "formula": "C6H6Br2O",
  "method": "ωB97M-V with the def2-TZVPD basis set",
  "e_homo_ev": -9.31,
  "largest_force_ev_per_a": 5.59,
  "spin_multiplicity": 1,
  "charge": 0,
  "relative_energy_ev": 5.4279,
  "orbital_gap_ev": 9.3028,
  "symbols": ["C", "C", "C", "C", "C", "C", "O", "Br", "Br", "H", "H", "H", "H", "H", "H"],
  "positions_angstrom": [[-0.6529, -0.0470, -0.8813], [-2.0115, -0.8463, -1.0039], [0.8697, -0.5238, -1.0285], [1.3749, -0.2311, 0.5194], [0.1261, -0.1825, 1.2788], [-0.8769, 0.6313, 0.3692], [-1.6657, 0.1038, -1.8805], [-0.0093, 2.5631, 0.3951], [-2.7079, 0.8374, 0.6231], [0.6583, -1.6139, -1.1701], [1.3124, 0.0403, -1.7816], [2.2343, -0.8467, 0.7399], [1.6421, 0.8610, 0.2495], [-0.4931, -1.1232, 1.4045], [0.1995, 0.3776, 2.1664]],
  "atomic_forces_ev_per_a": [[-0.15, -1.02, -0.28], [1.81, 0.25, -2.15], [-4.16, -1.99, 3.09], [0.36, 1.93, -5.23], [-3.55, -0.39, 0.35], [3.08, 1.76, 0.36], [0.18, -0.81, 0.34], [-0.79, -0.16, -0.16], [-0.94, 0.39, 1.62], [1.23, 0.72, -0.55], [1.18, 0.45, -1.30], [-0.16, -0.08, 0.58], [0.45, -1.77, 1.57], [1.31, 0.54, 0.25], [0.16, 0.17, 1.52]]
}

=====

Entry 3:
{
  "formula": "C6H6BrCl3N",
  "method": "ωB97M-V with the def2-TZVPD basis set",
  "e_homo_ev": -12.93,
  "largest_force_ev_per_a": 6.03,
  "spin_multiplicity": 1,
  "charge": 1,
  "relative_energy_ev": 1.1964,
  "orbital_gap_ev": 8.6012,
  "symbols": ["C", "C", "C", "C", "C", "C", "N", "Cl", "Cl", "Cl", "Br", "H", "H", "H", "H", "H", "H"],
  "positions_angstrom": [[1.2059, 0.6374, 1.7318], [1.9434, -1.4232, 0.5726], [2.1740, -0.4368, 1.4284], [0.1884, 1.0025, 0.9296], [0.0126, 0.2486, -0.3369], [0.7620, -1.5223, -0.2072], [-1.3355, 0.1422, -0.7462], [3.6625, -0.2273, 2.1103], [-0.9151, 2.1642, 1.3835], [-0.4736, -2.5609, 0.3531], [1.0134, -1.7933, -2.1252], [1.2929, 1.0746, 2.6283], [2.7273, -2.0302, 0.4184], [0.6607, 0.7024, -1.1913], [-1.7181, 0.0881, -1.7072], [-1.7344, 1.0394, -0.3425], [-1.5679, -0.6649, -0.0655]],
  "atomic_forces_ev_per_a": [[-1.13, -1.39, -3.06], [-0.52, 1.92, 1.06], [-1.91, 0.97, -0.99], [1.99, -2.28, 0.75], [5.33, -1.19, -2.57], [-2.52, 4.06, -2.23], [-2.55, 0.35, 2.44], [1.68, 0.08, 1.04], [-1.14, 1.24, 0.18], [-0.90, -0.70, 0.66], [0.35, -0.35, 0.21], [0.51, 1.78, 3.16], [2.40, -2.65, -0.71], [-1.02, -0.79, 1.54], [1.07, -0.67, 0.40], [-0.40, -1.02, -0.30], [-1.23, 0.65, -1.57]]
}

=====

Entry 4:
{
  "formula": "C6H6BrFN",
  "method": "ωB97M-V with the def2-TZVPD basis set",
  "e_homo_ev": -15.16,
  "largest_force_ev_per_a": 6.96,
  "spin_multiplicity": 1,
  "charge": 1,
  "relative_energy_ev": 1.6320,
  "orbital_gap_ev": 9.9403,
  "symbols": ["C", "C", "C", "C", "C", "C", "N", "F", "Br", "H", "H", "H", "H", "H", "H"],
  "positions_angstrom": [[-0.4805, 1.4270, 0.2414], [0.3404, 1.3080, -0.8655], [-0.7723, 0.3609, 1.1062], [0.9316, 0.0501, -1.0969], [-0.2776, -0.8597, 0.6525], [1.0914, -2.3082, -0.6286], [0.5328, -0.9706, -0.2971], [0.4898, -2.2973, -2.2749], [3.0130, -2.2858, -0.7552], [-1.1196, 2.3470, 0.3596], [0.5571, 2.2235, -1.3070], [-1.6120, 0.3653, 1.7576], [1.5609, -0.1302, -1.8483], [-0.8504, -1.6509, 1.0956], [0.6763, -3.3014, -0.2146]],
  "atomic_forces_ev_per_a": [[-2.35, 0.76, 1.39], [0.87, -2.63, 1.51], [0.70, 0.24, -3.00], [-3.19, 3.16, 2.89], [-4.59, 1.50, 5.01], [-0.78, -0.34, -4.45], [3.83, -2.41, -3.68], [1.64, -0.41, 4.15], [-1.42, -0.21, 0.17], [1.21, -0.75, 0.00], [0.61, 0.91, -1.68], [-0.12, 0.19, 0.82], [2.42, -0.93, -2.69], [0.87, -1.26, -0.04], [0.31, 2.17, -0.41]]
}